This record from the Open Molecules 2025 dataset describes C25H31FN2O2 in the gas phase. The level of theory is ωB97M-V/def2-TZVPD.

CARTESIAN COORDINATES (ANGSTROEM)
C: 4.655 -6.955 -1.636
C: 3.830 -6.738 -0.373
C: 2.780 -5.646 -0.563
C: 1.941 -5.428 0.693
C: 0.937 -4.290 0.505
N: 1.603 -3.040 0.172
C: 2.138 -2.379 1.359
C: 2.835 -1.109 0.984
C: 2.238 0.050 0.750
C: 0.790 0.435 0.928
C: 0.405 1.495 -0.096
C: -0.060 1.163 -1.363
C: -0.455 2.142 -2.248
C: -0.405 3.490 -1.888
O: -0.860 4.372 -2.815
C: -0.968 5.729 -2.455
C: 0.087 3.830 -0.634
C: 0.488 2.837 0.242
N: -0.218 -0.615 0.999
C: -1.329 -0.295 1.895
C: -2.023 0.980 1.502
C: -1.933 2.119 2.291
C: -2.490 3.314 1.874
C: -3.133 3.353 0.652
F: -3.639 4.530 0.218
C: -3.267 2.228 -0.141
C: -2.712 1.042 0.295
C: -0.405 -1.646 0.130
O: -1.457 -2.264 0.096
C: 0.801 -2.149 -0.653
H: 5.177 -6.041 -1.911
H: 5.392 -7.740 -1.485
H: 4.012 -7.243 -2.465
H: 3.335 -7.673 -0.098
H: 4.494 -6.463 0.450
H: 2.122 -5.919 -1.391
H: 3.268 -4.706 -0.823
H: 1.387 -6.338 0.933
H: 2.600 -5.213 1.536
H: 0.315 -4.190 1.410
H: 0.271 -4.548 -0.320
H: 2.855 -3.064 1.816
H: 1.346 -2.174 2.100
H: 3.902 -1.183 0.828
H: 2.838 0.901 0.454
H: 0.753 0.928 1.913
H: -0.145 0.129 -1.658
H: -0.827 1.887 -3.227
H: -1.618 5.860 -1.585
H: 0.013 6.171 -2.251
H: -1.413 6.227 -3.315
H: 0.150 4.860 -0.320
H: 0.858 3.122 1.217
H: -2.024 -1.138 1.831
H: -0.942 -0.222 2.916
H: -1.418 2.078 3.241
H: -2.419 4.208 2.474
H: -3.788 2.293 -1.083
H: -2.799 0.150 -0.307
H: 0.432 -2.724 -1.505
H: 1.439 -1.345 -1.019

Calculated values
E	-36220.1849	eV
charge	0
relative energy (zero: lowest compared OMol25 entry of this formula, charge and spin)	1.2393	eV
Kohn-Sham gap	8.983	eV
LUMO energy	0.72	eV

---

This record from the Open Molecules 2025 dataset describes C25H31FN5O2PtS2 as an isolated structure at a distorted geometry. The level of theory is ωB97M-V/def2-TZVPD.

CARTESIAN COORDINATES (ANGSTROEM)
Pt: -0.496 -0.608 -0.078
C: 0.053 -1.176 2.936
N: -0.923 -0.950 1.866
C: -2.201 -1.102 2.087
C: -3.097 -0.909 1.020
C: -4.482 -0.769 0.885
C: -4.709 -0.396 -0.438
C: -3.461 -0.315 -1.066
N: -2.503 -0.663 -0.199
C: 0.840 -2.449 2.715
C: 0.188 -3.662 2.534
C: 0.913 -4.826 2.311
C: 2.299 -4.782 2.279
C: 2.956 -3.573 2.472
C: 2.228 -2.413 2.684
H: -0.506 -1.239 3.874
H: 0.719 -0.320 2.972
H: -2.544 -1.353 3.086
H: -5.220 -0.922 1.657
H: -5.661 -0.200 -0.903
H: -3.223 -0.044 -2.083
H: -0.896 -3.707 2.561
H: 0.395 -5.767 2.179
H: 2.867 -5.688 2.114
H: 4.037 -3.535 2.451
H: 2.735 -1.463 2.802
C: 2.456 -0.412 -0.472
O: 1.387 -1.110 0.122
H: 3.382 -0.930 -0.212
H: 2.506 0.607 -0.080
H: 2.381 -0.377 -1.568
C: 1.891 2.883 3.990
S: 1.126 2.804 2.366
C: 2.368 3.789 1.522
O: 1.307 1.397 1.891
H: 1.931 3.919 4.325
H: 2.889 2.452 3.928
H: 1.271 2.304 4.672
H: 2.389 4.788 1.957
H: 2.079 3.852 0.476
H: 3.336 3.299 1.624
C: -0.100 1.251 -5.880
C: -1.113 0.175 -5.487
C: -0.699 -0.540 -4.240
N: -0.698 -0.006 -3.075
N: -0.244 -0.859 -2.109
C: 0.117 -2.050 -2.553
N: 0.590 -3.024 -1.758
S: -0.111 -2.185 -4.252
H: -0.427 1.763 -6.783
H: 0.881 0.816 -6.071
H: 0.000 1.987 -5.082
H: -1.235 -0.549 -6.294
H: -2.091 0.622 -5.307
H: 1.054 -2.711 -0.901
H: 0.914 -3.877 -2.182
F: -1.111 5.399 -0.807
C: -0.994 4.073 -0.629
C: 0.027 3.402 -1.275
C: 0.144 2.031 -1.097
C: -0.764 1.385 -0.280
C: -1.777 2.054 0.374
C: -1.890 3.429 0.198
H: 0.717 3.948 -1.906
H: 0.948 1.498 -1.581
H: -2.473 1.543 1.026
H: -2.670 3.991 0.692

Calculated values
E	-65600.9958	eV
charge	+1
relative energy (zero: lowest compared OMol25 entry of this formula, charge and spin)	2.2490	eV
Kohn-Sham gap	7.252	eV
LUMO energy	-3.64	eV

---

This record from the Open Molecules 2025 dataset describes C25H31FeN7O4PS2 as an isolated structure. The level of theory is ωB97M-V/def2-TZVPD.

CARTESIAN COORDINATES (ANGSTROEM)
Fe: 0.518 -1.313 2.207
N: -1.745 -4.403 4.242
C: -1.205 -3.394 3.354
S: -0.322 -2.038 4.221
N: -0.345 -4.097 2.406
N: 0.501 -3.290 1.822
C: 1.313 -3.891 0.960
C: 2.417 -3.305 0.320
C: 3.078 -4.069 -0.675
C: 4.161 -3.587 -1.350
C: 4.642 -2.299 -1.028
C: 4.050 -1.539 -0.058
C: 2.907 -2.001 0.654
O: 2.382 -1.257 1.555
H: -2.277 -3.923 4.960
H: -0.954 -4.839 4.705
H: 1.097 -4.940 0.774
H: 2.684 -5.052 -0.908
H: 4.641 -4.176 -2.119
H: 5.502 -1.904 -1.557
H: 4.419 -0.553 0.193
O: -0.496 -0.943 0.680
O: -0.975 0.415 0.740
C: 0.565 0.753 -4.370
N: 0.047 -0.522 -4.866
C: -1.398 -0.540 -4.637
N: -1.794 -0.306 -3.256
C: -1.213 0.959 -2.809
N: 0.239 1.035 -2.981
C: 0.908 0.097 -2.070
P: 0.464 -1.691 -2.330
C: 0.699 -1.649 -4.183
C: -1.377 -1.412 -2.383
H: 0.138 1.548 -4.989
H: 1.651 0.763 -4.490
H: -1.794 -1.506 -4.961
H: -1.841 0.244 -5.258
H: -1.449 1.104 -1.754
H: -1.666 1.764 -3.396
H: 0.626 0.350 -1.049
H: 1.992 0.210 -2.167
H: 0.315 -2.581 -4.609
H: 1.771 -1.617 -4.403
H: -1.711 -1.216 -1.364
H: -1.867 -2.330 -2.720
S: -4.012 -2.591 0.450
C: -3.009 -2.759 1.672
N: -2.315 -2.841 2.619
C: -2.008 6.467 2.481
C: -1.480 5.084 2.200
C: -0.458 4.875 1.291
C: 0.032 3.596 1.029
C: 1.125 3.435 -0.002
C: -0.509 2.503 1.708
C: 0.030 1.116 1.447
O: 0.338 0.442 2.619
C: -1.560 2.688 2.620
C: -2.203 1.544 3.360
C: -2.021 3.978 2.847
H: -1.467 7.218 1.906
H: -1.912 6.716 3.539
H: -3.066 6.541 2.223
H: -0.032 5.722 0.762
H: 1.391 4.406 -0.421
H: 0.808 2.791 -0.827
H: 2.025 2.995 0.430
H: 0.920 1.150 0.802
H: -1.508 1.104 4.074
H: -2.487 0.744 2.678
H: -3.088 1.897 3.891
H: -2.835 4.123 3.551

Calculated values
E	-110394.3056	eV
charge	-1
relative energy (zero: lowest compared OMol25 entry of this formula, charge and spin)	0.0000	eV
Kohn-Sham gap (spin up / spin down)	7.521 / 6.527	eV
multiplicity	5
⟨S²⟩	6.088
LUMO energy (spin up / spin down)	2.54 / 1.02	eV

---

This record from the Open Molecules 2025 dataset describes C25H31MnN8O5S as an isolated structure at a distorted geometry. The level of theory is ωB97M-V/def2-TZVPD.

CARTESIAN COORDINATES (ANGSTROEM)
Mn: -0.310 0.423 -0.409
C: -2.405 3.130 3.482
N: -1.343 3.007 2.470
C: -0.229 3.962 2.555
C: -1.383 2.079 1.560
O: -0.475 1.969 0.668
C: -2.522 1.086 1.539
O: -2.288 0.141 0.488
C: -3.288 0.062 -0.523
C: -2.831 0.894 -1.705
O: -1.603 1.189 -1.743
N: -3.684 1.259 -2.627
C: -3.271 2.085 -3.767
C: -5.104 0.878 -2.574
H: -2.073 3.847 4.227
H: -2.575 2.177 3.979
H: -3.327 3.498 3.033
H: -0.636 4.971 2.540
H: 0.444 3.816 1.720
H: 0.300 3.791 3.491
H: -3.475 1.600 1.392
H: -2.554 0.542 2.481
H: -4.256 0.373 -0.134
H: -3.366 -0.985 -0.825
H: -2.314 2.548 -3.559
H: -4.020 2.858 -3.921
H: -3.202 1.469 -4.663
H: -5.228 -0.138 -2.209
H: -5.496 0.914 -3.587
H: -5.671 1.574 -1.956
O: -0.537 -0.766 2.381
S: 0.859 -0.443 2.446
O: 1.310 0.742 3.104
N: 1.203 -0.192 0.775
C: 2.405 0.167 0.341
C: 3.660 -0.102 0.954
C: 4.830 0.342 0.368
C: 4.818 1.070 -0.815
C: 3.587 1.386 -1.464
C: 3.492 2.181 -2.622
C: 2.252 2.470 -3.137
C: 1.113 1.961 -2.509
N: 1.191 1.207 -1.420
C: 2.403 0.921 -0.897
C: 1.761 -1.819 2.996
C: 2.710 -1.632 3.998
C: 3.386 -2.742 4.481
C: 3.115 -4.001 3.963
C: 2.159 -4.171 2.965
C: 1.466 -3.078 2.477
H: 3.698 -0.676 1.867
H: 5.776 0.115 0.839
H: 5.748 1.414 -1.250
H: 4.390 2.566 -3.090
H: 2.140 3.086 -4.017
H: 0.118 2.157 -2.880
H: 2.898 -0.645 4.396
H: 4.117 -2.626 5.269
H: 3.643 -4.863 4.347
H: 1.946 -5.161 2.586
H: 0.695 -3.197 1.727
N: -0.445 -4.778 -4.405
C: -0.444 -4.218 -3.207
N: -0.429 -4.982 -2.114
N: -0.478 -2.885 -3.158
C: -0.376 -2.081 -2.197
N: -0.273 -1.230 -1.397
H: -0.424 -5.777 -4.535
H: -0.434 -4.186 -5.220
H: -0.408 -5.988 -2.167
H: -0.453 -4.564 -1.201

Calculated values
E	-90719.5546	eV
charge	+3
Kohn-Sham gap (spin up / spin down)	8.110 / 6.196	eV
multiplicity	4
⟨S²⟩	3.804
LUMO energy (spin up / spin down)	-8.37 / -10.46	eV

---

Repeat the first record exactly.
This record from the Open Molecules 2025 dataset describes C25H31FN2O2 in the gas phase. The level of theory is ωB97M-V/def2-TZVPD.

CARTESIAN COORDINATES (ANGSTROEM)
C: 4.655 -6.955 -1.636
C: 3.830 -6.738 -0.373
C: 2.780 -5.646 -0.563
C: 1.941 -5.428 0.693
C: 0.937 -4.290 0.505
N: 1.603 -3.040 0.172
C: 2.138 -2.379 1.359
C: 2.835 -1.109 0.984
C: 2.238 0.050 0.750
C: 0.790 0.435 0.928
C: 0.405 1.495 -0.096
C: -0.060 1.163 -1.363
C: -0.455 2.142 -2.248
C: -0.405 3.490 -1.888
O: -0.860 4.372 -2.815
C: -0.968 5.729 -2.455
C: 0.087 3.830 -0.634
C: 0.488 2.837 0.242
N: -0.218 -0.615 0.999
C: -1.329 -0.295 1.895
C: -2.023 0.980 1.502
C: -1.933 2.119 2.291
C: -2.490 3.314 1.874
C: -3.133 3.353 0.652
F: -3.639 4.530 0.218
C: -3.267 2.228 -0.141
C: -2.712 1.042 0.295
C: -0.405 -1.646 0.130
O: -1.457 -2.264 0.096
C: 0.801 -2.149 -0.653
H: 5.177 -6.041 -1.911
H: 5.392 -7.740 -1.485
H: 4.012 -7.243 -2.465
H: 3.335 -7.673 -0.098
H: 4.494 -6.463 0.450
H: 2.122 -5.919 -1.391
H: 3.268 -4.706 -0.823
H: 1.387 -6.338 0.933
H: 2.600 -5.213 1.536
H: 0.315 -4.190 1.410
H: 0.271 -4.548 -0.320
H: 2.855 -3.064 1.816
H: 1.346 -2.174 2.100
H: 3.902 -1.183 0.828
H: 2.838 0.901 0.454
H: 0.753 0.928 1.913
H: -0.145 0.129 -1.658
H: -0.827 1.887 -3.227
H: -1.618 5.860 -1.585
H: 0.013 6.171 -2.251
H: -1.413 6.227 -3.315
H: 0.150 4.860 -0.320
H: 0.858 3.122 1.217
H: -2.024 -1.138 1.831
H: -0.942 -0.222 2.916
H: -1.418 2.078 3.241
H: -2.419 4.208 2.474
H: -3.788 2.293 -1.083
H: -2.799 0.150 -0.307
H: 0.432 -2.724 -1.505
H: 1.439 -1.345 -1.019

Calculated values
E	-36220.1849	eV
charge	0
relative energy (zero: lowest compared OMol25 entry of this formula, charge and spin)	1.2393	eV
Kohn-Sham gap	8.983	eV
LUMO energy	0.72	eV

---

- Which value of charge does entry 1 give?
  0

---

Please write out number 2 again, unchanged.
This record from the Open Molecules 2025 dataset describes C25H31FN5O2PtS2 as an isolated structure at a distorted geometry. The level of theory is ωB97M-V/def2-TZVPD.

CARTESIAN COORDINATES (ANGSTROEM)
Pt: -0.496 -0.608 -0.078
C: 0.053 -1.176 2.936
N: -0.923 -0.950 1.866
C: -2.201 -1.102 2.087
C: -3.097 -0.909 1.020
C: -4.482 -0.769 0.885
C: -4.709 -0.396 -0.438
C: -3.461 -0.315 -1.066
N: -2.503 -0.663 -0.199
C: 0.840 -2.449 2.715
C: 0.188 -3.662 2.534
C: 0.913 -4.826 2.311
C: 2.299 -4.782 2.279
C: 2.956 -3.573 2.472
C: 2.228 -2.413 2.684
H: -0.506 -1.239 3.874
H: 0.719 -0.320 2.972
H: -2.544 -1.353 3.086
H: -5.220 -0.922 1.657
H: -5.661 -0.200 -0.903
H: -3.223 -0.044 -2.083
H: -0.896 -3.707 2.561
H: 0.395 -5.767 2.179
H: 2.867 -5.688 2.114
H: 4.037 -3.535 2.451
H: 2.735 -1.463 2.802
C: 2.456 -0.412 -0.472
O: 1.387 -1.110 0.122
H: 3.382 -0.930 -0.212
H: 2.506 0.607 -0.080
H: 2.381 -0.377 -1.568
C: 1.891 2.883 3.990
S: 1.126 2.804 2.366
C: 2.368 3.789 1.522
O: 1.307 1.397 1.891
H: 1.931 3.919 4.325
H: 2.889 2.452 3.928
H: 1.271 2.304 4.672
H: 2.389 4.788 1.957
H: 2.079 3.852 0.476
H: 3.336 3.299 1.624
C: -0.100 1.251 -5.880
C: -1.113 0.175 -5.487
C: -0.699 -0.540 -4.240
N: -0.698 -0.006 -3.075
N: -0.244 -0.859 -2.109
C: 0.117 -2.050 -2.553
N: 0.590 -3.024 -1.758
S: -0.111 -2.185 -4.252
H: -0.427 1.763 -6.783
H: 0.881 0.816 -6.071
H: 0.000 1.987 -5.082
H: -1.235 -0.549 -6.294
H: -2.091 0.622 -5.307
H: 1.054 -2.711 -0.901
H: 0.914 -3.877 -2.182
F: -1.111 5.399 -0.807
C: -0.994 4.073 -0.629
C: 0.027 3.402 -1.275
C: 0.144 2.031 -1.097
C: -0.764 1.385 -0.280
C: -1.777 2.054 0.374
C: -1.890 3.429 0.198
H: 0.717 3.948 -1.906
H: 0.948 1.498 -1.581
H: -2.473 1.543 1.026
H: -2.670 3.991 0.692

Calculated values
E	-65600.9958	eV
charge	+1
relative energy (zero: lowest compared OMol25 entry of this formula, charge and spin)	2.2490	eV
Kohn-Sham gap	7.252	eV
LUMO energy	-3.64	eV